1.
Molecular formula: C48H70N2O24
Method: DFT, the ωB97M-V functional and the def2-TZVPD basis

The geometry in ORCA input format:
```
! RIJCOSX wB97M-V def2-TZVPD def2/J DEFGRID3
* xyz 0 1
O 11.8393 20.3336 23.9029
C 12.7690 21.3036 24.2619
C 14.0461 21.4013 23.6667
C 14.9216 22.4004 24.0483
C 14.5817 23.2784 25.0162
O 15.6127 24.0314 25.5342
C 13.3797 23.1337 25.7243
C 12.3790 22.2559 25.1670
H 11.8093 20.3944 22.9453
H 14.3905 20.7895 22.8461
H 15.9118 22.3822 23.6177
H 15.4285 24.4463 26.3801
H 12.9642 23.8137 26.4532
H 11.4455 22.1888 25.7059
O 14.5205 20.6626 37.9176
C 14.7647 21.4668 36.8016
C 15.5187 20.8257 35.7923
C 15.8124 21.5641 34.6294
C 15.3429 22.8347 34.5078
O 15.5392 23.5309 33.2960
C 14.4621 23.4239 35.4804
C 14.2912 22.7604 36.7664
H 13.7256 20.8259 38.4306
H 15.9648 19.8757 36.0468
H 16.4805 21.0864 33.9280
H 16.3430 23.4718 32.7744
H 13.9765 24.3809 35.3594
H 13.7440 23.2212 37.5755
O 24.4027 22.1921 29.8596
C 24.4549 21.1992 30.8208
C 25.5778 21.0301 31.5178
C 25.7084 20.0975 32.5581
C 24.7156 19.1581 32.7832
O 25.0152 18.2367 33.7263
C 23.5500 19.3303 32.0696
C 23.3760 20.3411 31.1148
H 25.0648 22.8590 30.0557
H 26.4423 21.5950 31.2019
H 26.7080 19.8631 32.8932
H 24.5538 17.4179 33.5308
H 22.7659 18.6329 32.3251
H 22.4486 20.4548 30.5732
O 11.2006 24.7600 31.0863
C 12.4447 24.8591 30.4723
C 13.0864 26.0998 30.7311
C 14.2699 26.4204 30.0892
C 14.7825 25.4508 29.1663
O 16.0228 25.6782 28.6872
C 14.1067 24.3541 28.8808
C 12.9085 24.0250 29.5323
H 10.8299 23.9091 30.8410
H 12.6619 26.7506 31.4813
H 14.7136 27.3770 30.3225
H 16.4258 26.5402 28.8145
H 14.4475 23.6470 28.1390
H 12.3751 23.1512 29.1881
C 21.3994 23.8251 32.1598
O 20.2136 23.6042 32.8962
C 19.1168 24.4852 32.9902
C 18.2662 24.6627 31.6220
N 17.3737 23.5429 31.2711
C 18.1086 22.2742 31.0805
C 18.7594 22.0767 29.6871
O 17.9213 22.5738 28.6570
C 18.0279 21.8946 27.4232
H 21.9377 24.6126 32.6874
H 21.3114 24.3104 31.1877
H 21.9989 22.9174 32.0910
H 19.6444 25.4343 33.0842
H 18.6168 24.3574 33.9502
H 19.0293 24.5530 30.8514
H 17.7076 25.5984 31.6450
H 17.0211 23.6561 30.3314
H 17.3656 21.4835 31.1843
H 18.7465 22.1521 31.9559
H 19.0456 21.0267 29.6260
H 19.6344 22.7240 29.6271
H 17.6808 20.8682 27.5415
H 19.0383 21.8255 27.0200
H 17.4075 22.4536 26.7227
C 24.3790 26.0732 34.1666
O 24.8691 25.9327 32.7837
C 25.9828 25.1916 32.6972
C 26.6654 24.9729 31.2595
N 25.7121 24.7133 30.1069
C 26.3145 24.8011 28.7576
C 25.2475 24.7147 27.6252
O 25.7673 24.2648 26.3041
C 26.8042 25.0379 25.8404
H 23.9942 25.1153 34.5166
H 23.6655 26.8788 34.3399
H 25.2395 26.2504 34.8118
H 25.8494 24.1492 32.9863
H 26.6827 25.5447 33.4546
H 27.4122 24.1877 31.3769
H 27.2245 25.8791 31.0267
H 25.0807 25.4907 30.2374
H 26.8521 23.8874 28.5041
H 26.8609 25.7279 28.5827
H 24.7656 25.6728 27.4310
H 24.5034 23.9798 27.9325
H 27.6429 24.5541 26.3410
H 26.7959 26.0305 26.2908
H 27.0881 25.0183 24.7882
O 17.4114 26.1336 37.9175
C 18.0666 25.3152 37.3585
O 19.4157 25.2814 37.4654
C 20.0048 24.1654 36.9020
C 18.7625 23.4231 36.4015
O 17.6465 24.3621 36.3184
H 20.6675 24.5382 36.1211
H 20.5026 23.6797 37.7413
H 18.2758 22.6808 37.0343
H 18.9246 22.9422 35.4369
O 22.0993 29.7993 36.8372
C 21.5586 29.1015 35.9366
O 21.9654 28.7844 34.7175
C 21.0262 28.0563 34.1375
C 19.7703 28.2591 34.9595
O 20.3835 28.5029 36.2282
H 20.8862 28.6060 33.2067
H 21.2639 27.0140 33.9247
H 19.1208 27.3843 34.9259
H 19.3039 29.2223 34.7528
O 16.0870 29.7669 31.4535
C 15.7455 28.9389 32.2559
O 16.3302 27.7646 32.5849
C 15.8885 27.3071 33.8249
C 14.7372 28.2182 34.1963
O 14.7570 29.1257 33.0910
H 15.4906 26.2940 33.7657
H 16.6897 27.2949 34.5639
H 14.9569 28.6133 35.1881
H 13.8328 27.6213 34.3147
O 21.5635 26.9817 30.8830
C 21.7244 28.2014 30.5459
O 20.7935 29.0316 30.6524
C 20.9849 30.1060 29.7685
C 22.4046 29.9467 29.3663
O 22.8957 28.7494 30.0073
H 20.4717 30.0840 28.8072
H 20.9234 31.0650 30.2830
H 22.8927 30.9016 29.5614
H 22.3728 29.7869 28.2886
*
```

The value obtained for the maximum force is 0.1623 hartree/bohr. As for the total energy: -3785.967398 Eh. The SMILES is Oc1ccc(O)cc1.Oc1ccc(O)cc1.Oc1ccc(O)cc1.Oc1ccc(O)cc1.COCCNCCOC.COCCNCCOC.O=C1OCCO1.O=C1OCCO1.O=C1OCCO1.O=C1OCCO1. Its HOMO energy is -7.93 eV.


2.
Molecular formula: C4H7N3S
Method: DFT, the ωB97M-V functional and the def2-TZVPD basis

The geometry in ORCA input format:
```
! RIJCOSX wB97M-V def2-TZVPD def2/J DEFGRID3
* xyz 0 1
C -1.6096 -1.1880 -0.0920
C -0.6508 -0.1690 0.4037
C 1.7934 0.1414 -0.1022
C -0.7688 1.1983 -0.0598
H -1.7985 -1.0586 -1.3424
H -0.7490 -2.2429 -0.0817
H -2.6918 -1.3426 0.4812
H -0.4677 -0.0788 1.5619
H 0.6566 -1.5964 -0.6038
H 2.2760 2.1107 0.2156
H -1.7952 1.7291 -0.0905
N 0.6520 -0.5282 -0.1367
N 1.5410 1.4531 0.0844
N 0.2391 1.9985 -0.2389
S 3.3733 -0.4267 0.0013
*
```

The value obtained for the maximum force is 0.1364 hartree/bohr. As for the total energy: -718.945313 Eh. Its HOMO energy is -8.22 eV.


3.
Molecular formula: C16H25F6NO5
Method: DFT, the ωB97M-V functional and the def2-TZVPD basis

The geometry in ORCA input format:
```
! RIJCOSX wB97M-V def2-TZVPD def2/J DEFGRID3
* xyz 0 1
C 4.8884 1.2514 1.8208
C 4.3040 1.0983 0.4118
C 3.1400 0.0861 0.2716
C 3.3072 -1.1899 1.1259
C 1.7957 0.7719 0.5380
C 0.5913 0.0830 -0.1563
N -0.5972 0.6404 0.5527
C -0.1127 0.4638 1.9056
O -0.7070 -0.1359 2.7515
C 1.3136 0.9947 1.9905
H 5.4932 2.1571 1.8649
H 5.5205 0.4006 2.0756
H 4.0865 1.3014 2.5591
H 3.9031 2.0771 0.1261
H 5.0925 0.8842 -0.3137
H 3.1140 -0.2292 -0.7758
H 3.2620 -2.0733 0.4840
H 4.2612 -1.2370 1.6462
H 2.5147 -1.3155 1.8635
H 1.7694 1.7731 0.1016
H 0.6298 0.3273 -1.2149
H 0.5513 -0.9962 0.0104
H -0.5833 1.6421 0.3581
H 1.3561 2.0396 2.2939
H 1.8046 0.3955 2.7592
C -2.3594 -2.6911 2.4071
C -2.1361 -4.0510 1.7896
O -3.2446 -4.9485 2.0385
C -4.2964 -4.8069 1.2529
O -4.4365 -4.0330 0.3531
C -5.3657 -5.8540 1.6317
F -5.5464 -5.9110 2.9546
F -4.9812 -7.0671 1.2100
F -6.5288 -5.5612 1.0605
H -2.5579 -2.7863 3.4756
H -1.4844 -2.0518 2.2769
H -3.2109 -2.1865 1.9517
H -1.2772 -4.5446 2.2395
H -1.9649 -3.9850 0.7155
C -1.7284 2.8874 -5.3614
C -2.1542 3.2458 -3.9557
O -1.0471 3.1534 -3.0304
C -0.2139 4.1792 -3.0109
O -0.2643 5.1771 -3.6635
C 0.8692 3.9256 -1.9433
F 1.3521 2.6786 -2.0282
F 0.3459 4.0736 -0.7130
F 1.8764 4.7767 -2.0682
H -1.2739 1.8966 -5.3805
H -2.5941 2.8888 -6.0223
H -0.9998 3.6002 -5.7456
H -2.8909 2.5400 -3.5799
H -2.5851 4.2447 -3.9047
*
```

The value obtained for the maximum force is 0.0201 hartree/bohr. As for the total energy: -1654.837033 Eh. The SMILES is CC[C@@H](C)[C@H]1CNC(=O)C1.CCOC(=O)C(F)(F)F.CCOC(=O)C(F)(F)F. Its HOMO energy is -9.87 eV.


4.
Molecular formula: C6H14N2O2
Method: DFT, the ωB97M-V functional and the def2-TZVPD basis

The geometry in ORCA input format:
```
! RIJCOSX wB97M-V def2-TZVPD def2/J DEFGRID3
* xyz 0 1
C 0.5823 0.3189 2.0967
N -0.6158 -0.3606 1.6499
C -0.7561 -1.7086 1.7675
C -1.9880 -2.2750 1.1140
O 0.0697 -2.4092 2.3177
H 0.3808 1.1212 2.8105
H 1.2570 -0.4111 2.5317
H 1.0935 0.7453 1.2263
H -1.2827 0.2118 1.1602
H -2.1349 -1.9214 0.0961
H -1.9061 -3.3564 1.0824
H -2.9090 -1.9719 1.6191
C 0.3801 -0.6827 -2.3816
N 0.9793 0.4357 -1.6977
C 0.2340 1.5402 -1.3765
C 1.0858 2.6842 -0.9093
O -0.9783 1.5220 -1.3797
H 0.8985 -0.8885 -3.3160
H 0.3280 -1.6145 -1.8008
H -0.6673 -0.4901 -2.6016
H 1.9559 0.3499 -1.4740
H 1.7599 2.5060 -0.0727
H 1.6993 3.0604 -1.7465
H 0.5342 3.5944 -0.7156
*
```

The value obtained for the maximum force is 0.0377 hartree/bohr. As for the total energy: -497.032338 Eh. The SMILES is CNC(C)=O.CNC(C)=O. Its HOMO energy is -9.51 eV.